A structure of composition C4H8NS at a distorted geometry, computed with the ωB97M-V functional and the def2-TZVPD basis.

The geometry in XYZ format:
```
14
Properties=species:S:1:pos:R:3:lowdin_charge:R:1
C 2.75009 -0.18565 0.27422 -0.05
C 1.76374 -0.37229 -0.54537 -0.03
C -0.08174 -0.49926 0.26566 -0.47
C -1.13963 0.00830 -0.50256 -0.62
N -2.24926 0.73510 0.23705 0.23
S -1.06817 -1.80173 -0.48409 0.93
H 3.83274 -0.13447 -0.03060 0.09
H 2.71609 0.04348 1.45203 0.12
H 1.87921 -0.52715 -1.52878 0.03
H -0.09138 -0.31739 1.38932 0.13
H -0.99446 0.42034 -1.58018 0.17
H -3.02343 0.16379 0.52310 0.16
H -2.62826 1.33671 -0.43800 0.14
H -1.66555 1.13021 0.96820 0.17
```

Output
F_max: 6.43 eV/A
LUMO level: -3.7 eV
energy: -16591.95950 eV
ΔE to the lowest compared entry with this formula, charge and spin: 79.5 kcal per mole
charge: +1